(1)
# C27H34N4O3

A single C27H34N4O3 molecule in a non-equilibrium geometry (ωB97M-V with the def2-TZVPD basis set, OMol25).

ORCA input file:
```
! RIJCOSX wB97M-V def2-TZVPD def2/J DEFGRID3
* xyz 0 1
C -0.12388 4.28498 1.70032
H -0.75983 4.54908 0.84957
O -0.84343 3.58150 2.68471
C -1.39355 2.38668 2.36571
C -1.33806 1.79186 1.10765
C -1.95193 0.57324 0.89304
C -2.62289 -0.07887 1.92278
C -2.67288 0.51542 3.18686
C -2.06945 1.73047 3.40224
H -2.10259 2.20704 4.36919
H -3.19455 0.00548 3.98098
C -3.27466 -1.34671 1.68949
N -3.94721 -2.01148 2.59464
O -4.40019 -3.12767 1.96102
C -3.96845 -3.06542 0.69949
N -3.27009 -1.99234 0.47748
C -4.30778 -4.15634 -0.24640
H -4.86304 -3.73768 -1.08898
H -4.95841 -4.84964 0.28938
C -3.07358 -4.90974 -0.76990
H -2.31525 -4.97993 0.01428
C -2.40229 -4.31500 -2.01149
O -1.95561 -5.03105 -2.88469
N -2.35988 -2.97285 -2.04364
C -1.63824 -2.23377 -3.05419
C -0.36043 -1.63176 -2.47005
H 0.36048 -2.42970 -2.28623
H -0.60944 -1.17352 -1.50992
C 0.25263 -0.56481 -3.39207
N 1.35778 0.18969 -2.84136
C 1.01026 0.97427 -1.67325
C 2.12386 1.96984 -1.36667
H 1.85444 2.56579 -0.49200
C 3.45875 1.26165 -1.12879
C 3.73520 0.35006 -2.32841
C 2.56188 -0.58515 -2.61783
H 2.77195 -1.15562 -3.52632
H 2.44609 -1.30562 -1.79029
H 4.63589 -0.24209 -2.15574
H 3.89862 0.97327 -3.20923
H 4.24401 2.02470 -1.08522
C 3.49652 0.47521 0.19315
C 3.09533 1.28788 1.39196
C 3.81837 2.41599 1.76463
C 3.45902 3.15008 2.88038
C 2.37915 2.75820 3.65445
C 1.65635 1.63339 3.29858
C 2.00648 0.91302 2.16963
H 1.42871 0.03965 1.89922
H 0.81695 1.31456 3.89863
H 2.10290 3.32525 4.53057
H 4.03002 4.02580 3.15334
H 4.67461 2.71768 1.17865
H 4.51846 0.11173 0.33787
H 2.84596 -0.39651 0.12733
H 2.23235 2.64195 -2.21987
H 0.08714 1.51634 -1.89828
H 0.83208 0.35055 -0.78125
H 0.60064 -1.03916 -4.31372
H -0.52587 0.15718 -3.66149
H -2.28585 -1.43632 -3.43514
H -1.40792 -2.92475 -3.86727
H -2.65392 -2.44689 -1.22529
H -3.36207 -5.92736 -1.03592
H -1.92266 0.12048 -0.08615
H -0.82169 2.27204 0.29248
H 0.73997 3.71093 1.35178
H 0.22473 5.19482 2.18556
*
```

Properties
- gap between HOMO and LUMO (eV) = 8.984
- SMILES = COc1ccc(-c2noc(CCC(=O)NCCCN3CCC(Cc4ccccc4)CC3)n2)cc1
- lowest unoccupied orbital energy (eV) = 0.6
- energy above the lowest of the compared OMol25 structures with the same formula, charge and spin (eV) = 1.6642

***

(2)
# C27H34N6O4PPdSe2

A molecular structure, C27H34N6O4PPdSe2 (ωB97M-V with the def2-TZVPD basis set, OMol25).

ORCA input file:
```
! RIJCOSX wB97M-V def2-TZVPD def2/J DEFGRID3
* xyz -1 1
Pd 0.62663 0.58022 0.04892
O 3.87257 0.90407 5.04785
C 4.19642 0.36920 3.76062
C 3.08043 0.67407 2.74952
C 2.78246 2.16927 2.78343
O 3.93795 2.98781 2.57680
C 3.66013 0.17869 1.40027
Se 3.05116 0.89481 -0.33403
C 1.83406 -0.12329 3.20301
Se 0.03462 0.40832 2.57381
H 4.47193 0.52342 5.69336
H 4.33535 -0.71774 3.81449
H 5.13777 0.80906 3.40927
H 2.30390 2.42166 3.73385
H 2.07843 2.39802 1.99486
H 4.46519 2.94193 3.38050
H 3.52902 -0.90335 1.37036
H 4.73657 0.36335 1.38202
H 1.78393 -0.06806 4.29019
H 1.99475 -1.17471 2.94242
C 0.03659 3.65032 5.85946
O -0.21273 4.97498 5.42814
C -1.11660 5.13643 4.42406
C -1.32149 6.44392 3.99009
C -2.21300 6.69898 2.96654
C -2.88921 5.65863 2.33596
C -2.71367 4.36192 2.80141
C -1.83110 4.09569 3.83874
N -3.82710 6.03771 1.32300
N -4.01251 5.36830 0.29370
C -3.26228 4.20746 -0.03446
C -4.00793 3.13112 -0.47472
C -3.45473 1.88034 -0.70678
C -2.08163 1.63744 -0.52365
O -1.54399 0.49722 -0.68440
C -1.27350 2.80102 -0.17471
N 0.07517 2.60616 -0.08423
C 0.87850 3.62655 0.10956
C 0.39523 4.93719 0.23348
C -0.94958 5.15833 0.20332
C -1.84309 4.07520 0.02418
H 0.82720 3.72261 6.60114
H 0.36413 3.01698 5.03257
H -0.85597 3.21409 6.31740
H -0.77091 7.24395 4.46840
H -2.38855 7.71371 2.62984
H -3.24028 3.53725 2.33781
H -1.68089 3.06902 4.14494
H -5.07558 3.28008 -0.59152
H -4.07487 1.05114 -1.02235
H 1.93816 3.40374 0.14720
H 1.09730 5.74988 0.36338
H -1.33979 6.15974 0.29697
C 1.25256 -4.69751 -0.08189
N 2.12520 -3.95367 -0.98795
C 1.47246 -3.87908 -2.29609
N 0.12899 -3.30950 -2.26415
C -0.67728 -4.06086 -1.30450
N -0.09426 -4.14886 0.03599
C -0.07956 -2.84707 0.71884
P 0.91518 -1.61646 -0.21852
C 2.44699 -2.62591 -0.44938
C 0.18106 -1.89006 -1.88964
H 1.71231 -4.73083 0.90829
H 1.16790 -5.71966 -0.46140
H 1.40276 -4.89748 -2.68855
H 2.09410 -3.28608 -2.96917
H -0.79336 -5.08127 -1.68030
H -1.66257 -3.59822 -1.23207
H 0.33189 -2.96711 1.72371
H -1.09139 -2.45547 0.83424
H 2.96159 -2.75768 0.50480
H 3.11652 -2.07798 -1.11264
H 0.78238 -1.33250 -2.60998
H -0.81703 -1.45018 -1.88752
*
```

Properties
- gap between HOMO and LUMO (eV) = 5.865
- lowest unoccupied orbital energy (eV) = 2.4
- energy above the lowest of the compared OMol25 structures with the same formula, charge and spin (eV) = 0.0000

***

(3)
# C27H34NO6S

2 unconnected molecules or ions with the total composition C27H34NO6S in a non-equilibrium geometry (ωB97M-V with the def2-TZVPD basis set, OMol25).

ORCA input file:
```
! RIJCOSX wB97M-V def2-TZVPD def2/J DEFGRID3
* xyz -1 1
C -3.33778 -0.14045 3.56654
C -2.61571 -1.35940 3.07928
O -2.54113 -1.23996 1.65773
C -1.86857 -2.28424 1.14456
C -1.74079 -2.35433 -0.30012
C -1.15601 -3.62484 -0.85151
C 0.23218 -3.87592 -0.27161
C 0.85287 -5.12819 -0.87098
C -0.03432 -6.35170 -0.64188
C -1.48423 -6.15569 -1.08724
C -2.06645 -4.84578 -0.56612
C -2.58738 -1.60790 -1.20879
O -2.55473 -1.80180 -2.43124
O -3.42536 -0.70126 -0.66814
C -4.28812 -0.08788 -1.64127
C -5.07321 0.98734 -0.93619
O -1.39649 -3.14802 1.90439
H -3.35136 -0.14374 4.65603
H -2.84091 0.77283 3.23132
H -4.37189 -0.12930 3.21670
H -1.60093 -1.41443 3.48795
H -3.16365 -2.27167 3.34475
H -1.09265 -3.46539 -1.93718
H 0.85351 -2.99275 -0.46561
H 0.10010 -3.97590 0.81525
H 0.99026 -4.96736 -1.94808
H 1.84399 -5.28304 -0.43468
H 0.39199 -7.21775 -1.15867
H -0.04408 -6.56941 0.43257
H -1.54746 -6.17463 -2.18163
H -2.10541 -6.97862 -0.72243
H -2.18016 -4.89045 0.52806
H -3.05183 -4.64632 -1.00619
H -3.67502 0.33439 -2.44735
H -4.96788 -0.84671 -2.05723
H -5.75264 1.46267 -1.64836
H -5.67657 0.57116 -0.12276
H -4.40549 1.75714 -0.53699
C 4.28135 7.94106 2.60208
C 3.80612 6.54744 2.30502
C 4.72911 5.51328 2.12471
C 4.30482 4.21366 1.85204
C 2.93836 3.92250 1.73981
S 2.38319 2.21305 1.61087
N 2.08659 1.89272 -0.02998
C 1.51205 0.83494 -0.50012
C 1.52971 0.66967 -1.95252
C 1.10092 -0.46944 -2.67282
C 1.19831 -0.48550 -4.06953
C 1.67760 0.63817 -4.76132
C 2.10427 1.76871 -4.05549
C 2.04413 1.76604 -2.66827
O 3.50805 1.40327 2.00080
O 1.12029 2.12216 2.29969
C 2.01017 4.95256 1.93587
C 2.44369 6.24938 2.20606
H 3.42959 8.61906 2.70723
H 4.86530 7.97132 3.53440
H 4.92690 8.31489 1.79922
H 5.79662 5.73312 2.21549
H 5.03110 3.41379 1.74253
H 1.05328 0.04608 0.10501
H 0.68780 -1.32252 -2.13123
H 0.89688 -1.37307 -4.62390
H 1.73558 0.63352 -5.84761
H 2.48570 2.65587 -4.55956
H 2.37793 2.62438 -2.08657
H 0.94983 4.72693 1.89256
H 1.71809 7.05228 2.36271
*
```

Properties
- gap between HOMO and LUMO (eV) = 5.352
- lowest unoccupied orbital energy (eV) = 2.0
- energy above the lowest of the compared OMol25 structures with the same formula, charge and spin (eV) = 0.0000

***

(4)
# C27H35BF12O12S

5 unconnected molecules or ions with the total composition C27H35BF12O12S in a non-equilibrium geometry (ωB97M-V with the def2-TZVPD basis set, OMol25).

ORCA input file:
```
! RIJCOSX wB97M-V def2-TZVPD def2/J DEFGRID3
* xyz 0 1
C -3.42491 1.65524 -1.25303
S -2.41558 0.49187 -2.27328
O -2.75418 0.84025 -3.67890
O -2.78990 -0.92083 -2.07355
B -0.57087 0.74595 -1.99357
C 0.23314 0.41840 -0.65684
C -0.65811 0.09888 0.61648
O -0.07290 0.79309 1.75869
C 1.11802 0.15215 2.11899
O 2.18117 0.63746 1.88027
C 0.25425 1.38630 -3.21892
C 0.11329 2.94266 -2.99258
C 1.06493 3.54538 -2.06173
C 0.94577 4.96498 -1.78787
C -0.12533 5.69927 -2.44746
C -1.05160 5.10658 -3.38371
C -0.94145 3.66323 -3.66908
H -2.83665 2.54326 -0.91594
H -3.75153 1.06693 -0.35017
H -4.34770 1.94576 -1.80732
H 1.01549 -0.35943 -0.87523
H 0.81468 1.35309 -0.40347
H -1.69763 0.48428 0.52852
H -0.65120 -1.01693 0.76136
H 0.99103 -0.85546 2.60682
H -0.17092 1.06152 -4.20126
H 1.32368 1.05798 -3.18585
H 1.83953 2.92252 -1.57133
H 1.67079 5.41510 -1.07886
H -0.21475 6.78116 -2.19787
H -1.87670 5.65284 -3.88778
H -1.65991 3.16476 -4.36187
C -2.50164 -5.10792 2.56596
C -2.14489 -4.82796 4.01140
O -0.71649 -4.79848 4.19417
C -0.10276 -3.67302 3.82915
O -0.65020 -2.71141 3.36536
C 1.39524 -3.76123 4.11760
F 1.93299 -4.91762 3.69871
F 1.65906 -3.66803 5.43225
F 2.06850 -2.77385 3.51074
H -2.02364 -6.02831 2.22472
H -3.58157 -5.20448 2.44859
H -2.15515 -4.30783 1.91046
H -2.52052 -5.63158 4.64442
H -2.59537 -3.89913 4.36616
C 1.31340 -3.37408 -4.85963
C 2.27582 -4.00416 -3.87338
O 1.84982 -3.77182 -2.51941
C 0.87250 -4.56611 -2.06727
O 0.34524 -5.42966 -2.70455
C 0.55702 -4.23346 -0.60890
F 0.43583 -2.90836 -0.40297
F 1.52246 -4.66781 0.22158
F -0.58600 -4.79295 -0.19382
H 1.18510 -2.31118 -4.64419
H 1.68023 -3.48704 -5.88045
H 0.32560 -3.83284 -4.79674
H 3.25780 -3.54154 -3.97225
H 2.40145 -5.07258 -4.05735
C -3.58062 0.05054 4.14496
C -4.95066 0.69221 4.20998
O -5.58138 0.68433 2.91774
C -6.14298 -0.47161 2.54531
O -6.14690 -1.47092 3.20412
C -6.80940 -0.31734 1.17735
F -6.01233 0.30745 0.29054
F -7.94174 0.40310 1.26047
F -7.13602 -1.49728 0.63892
H -2.96638 0.53360 3.38198
H -3.07317 0.12572 5.10750
H -3.65063 -1.00452 3.87519
H -4.85301 1.73806 4.50093
H -5.58890 0.20887 4.95184
C 6.96275 2.12875 0.47306
C 5.85073 3.12442 0.73143
O 6.11509 4.37499 0.06969
C 5.84217 4.41608 -1.23875
O 5.40848 3.49852 -1.87344
C 6.12653 5.81240 -1.79404
F 7.31630 6.28910 -1.38828
F 5.19435 6.69843 -1.39797
F 6.13894 5.83110 -3.13245
H 7.92856 2.55052 0.75889
H 6.79539 1.21087 1.03772
H 7.02741 1.87399 -0.58593
H 5.79570 3.34440 1.79732
H 4.87795 2.73041 0.43191
*
```

Properties
- gap between HOMO and LUMO (eV) = 8.505
- SMILES = CS(=O)(=O)B(CCOC=O)Cc1ccccc1.CCOC(=O)C(F)(F)F.CCOC(=O)C(F)(F)F.CCOC(=O)C(F)(F)F.CCOC(=O)C(F)(F)F
- lowest unoccupied orbital energy (eV) = -0.6

***

The records above give, respectively, energy values of -1494.009761, -6950.891944, -1953.670403, -3574.136689 Ha.